#one
ORCA calculation (ωB97M-V/def2-TZVPD) on C9H8N2 in the gas phase.

LUMO = 0.2 eV
Total charge = 0
Frontier orbital gap = 7.652 eV
SMILES = C1=CNc2ccccc2C=N1

Bonds (Å) are listed after each position.
CARTESIAN COORDINATES (ANGSTROEM)
1 C 1.470 -1.026 1.911  C2 1.331, N11 1.371, H12 1.088
2 C 0.152 -1.192 2.000  C1 1.331, N3 1.338, H13 1.056
3 N -0.688 -0.192 1.708  C2 1.338, C4 1.420, H14 1.020
4 C -0.532 0.245 0.366  N3 1.420, C5 1.432, C9 1.395
5 C -1.796 0.099 -0.290  C4 1.432, C6 1.428, H15 1.035
6 C -1.713 0.225 -1.710  C5 1.428, C7 1.378, H16 1.054
7 C -0.609 0.629 -2.430  C6 1.378, C8 1.392, H17 1.095
8 C 0.576 0.873 -1.741  C7 1.392, C9 1.391, H18 1.123
9 C 0.575 0.678 -0.364  C4 1.395, C8 1.391, C10 1.494
10 C 1.904 0.764 0.312  C9 1.494, N11 1.363, H19 1.125
11 N 2.235 -0.023 1.374  C1 1.371, C10 1.363
12 H 2.093 -1.868 2.204  C1 1.088
13 H -0.304 -1.973 2.546  C2 1.056
14 H -1.650 -0.220 2.044  N3 1.020
15 H -2.640 -0.255 0.194  C5 1.035
16 H -2.636 -0.044 -2.143  C6 1.054
17 H -0.736 0.871 -3.490  C7 1.095
18 H 1.516 1.241 -2.233  C8 1.123
19 H 2.785 1.168 -0.260  C10 1.125


#two
ORCA calculation (ωB97M-V/def2-TZVPD) on C9H8N2 in the gas phase.

LUMO = 0.4 eV
Total charge = 0
Frontier orbital gap = 8.154 eV
SMILES = Nc1cccc2ccncc12

Bonds (Å) are listed after each position.
CARTESIAN COORDINATES (ANGSTROEM)
1 N -1.884 -1.972 -0.079  C2 1.318, H12 1.144, H13 1.078
2 C -1.422 -0.738 -0.045  N1 1.318, C3 1.339, C11 1.518
3 C -2.260 0.303 0.043  C2 1.339, C4 1.419, H14 1.005
4 C -1.896 1.671 -0.048  C3 1.419, C5 1.413, H15 1.019
5 C -0.501 1.897 -0.004  C4 1.413, C6 1.410, H16 1.138
6 C 0.507 0.922 0.142  C5 1.410, C7 1.423, C11 1.361
7 C 1.901 1.154 -0.029  C6 1.423, C8 1.389, H17 1.099
8 C 2.781 0.081 -0.080  C7 1.389, N9 1.378, H18 1.106
9 N 2.297 -1.207 -0.001  C8 1.378, C10 1.288
10 C 1.015 -1.333 -0.031  N9 1.288, C11 1.391, H19 1.112
11 C 0.038 -0.354 0.115  C2 1.518, C6 1.361, C10 1.391
12 H -1.459 -2.685 0.708  N1 1.144
13 H -2.936 -2.090 -0.280  N1 1.078
14 H -3.214 0.001 -0.056  C3 1.005
15 H -2.620 2.383 0.034  C4 1.019
16 H -0.372 3.011 -0.199  C5 1.138
17 H 2.222 2.199 0.085  C7 1.099
18 H 3.880 0.190 -0.018  C8 1.106
19 H 0.630 -2.373 -0.102  C10 1.112


Bottom line: #two, by a margin of 20.1 kcal/mol.